1.
Here is the ion C5H5FO5 with charge -2 at a distorted geometry from the Open Molecules 2025 dataset. Energies are from wB97M-V/def2-TZVPD.

Geometry as ORCA input:
```
! wB97M-V def2-TZVPD RIJCOSX def2/J DEFGRID3
* xyz -2 1
C 2.27737 0.50777 -0.29513
C 1.66204 -0.78819 0.32093
O 2.45773 -1.47990 1.00113
O 0.75183 -1.43377 -0.66523
C -0.08489 -0.63360 0.16559
O -0.74982 -1.33380 1.22902
C -1.26595 0.24759 -0.63038
F -1.85681 -0.60212 -1.57078
C -2.43084 0.88551 0.31691
O -3.01161 0.13725 1.16888
O -2.59293 2.10564 0.10459
H 2.16570 0.35016 -1.41641
H 3.31104 0.35838 -0.07718
H 1.80265 1.36027 0.15485
H -1.53066 -0.87141 1.36952
H -0.90485 1.19021 -1.17630
*
```

## Properties
SMILES: C[C@]1([O-])O[C@]1(O)[C@@H](F)C(=O)[O-]
HOMO level, eV: 0.7



2.
Here is an isolated molecule of C8H5BrN2O2 from the Open Molecules 2025 dataset. Energies are from wB97M-V/def2-TZVPD.

Geometry as ORCA input:
```
! wB97M-V def2-TZVPD RIJCOSX def2/J DEFGRID3
* xyz 0 1
O 3.39137 -1.90952 -0.56624
N 2.62156 -1.17675 0.00778
C 2.51406 0.11872 0.14459
Br 4.11581 1.05962 -0.27037
N 1.49687 0.85068 0.52861
C 0.21130 0.61686 0.36168
C -0.64322 1.74081 0.53965
C -1.94437 1.70897 0.15342
C -2.50288 0.53255 -0.41047
C -1.76258 -0.59586 -0.51987
C -0.40644 -0.63154 -0.06261
C 0.23402 -1.84087 0.09901
O 1.39149 -1.97068 0.70353
H -0.18249 2.63966 0.91399
H -2.56695 2.58675 0.24379
H -3.52825 0.54201 -0.74628
H -2.18760 -1.50379 -0.92193
H -0.25169 -2.76762 -0.19828
*
```

## Properties
SMILES: [O-][N+]1=C(Br)N=c2ccccc2=CO1
HOMO level (alpha / beta), eV: -8.1 / -8.1



3.
Here is the ion C2HO4S with charge -1 at a distorted geometry from the Open Molecules 2025 dataset. Energies are from wB97M-V/def2-TZVPD.

Geometry as ORCA input:
```
! wB97M-V def2-TZVPD RIJCOSX def2/J DEFGRID3
* xyz -1 3
C 0.31129 0.36515 1.47703
C -0.88085 -0.25377 1.09612
O 1.36973 0.24176 2.01848
O -0.60156 1.24921 1.09412
O -1.17451 0.62423 -1.38593
O 0.68416 -1.16504 -1.69431
S -0.86994 -0.68452 -0.84310
H 1.16169 -0.37703 -1.76240
*
```

## Properties
HOMO level (alpha / beta), eV: -1.0 / -4.5



4.
Here is a structure of composition C18H48BF4N4O5Pd at a distorted geometry from the Open Molecules 2025 dataset. Energies are from wB97M-V/def2-TZVPD.

Geometry as ORCA input:
```
! wB97M-V def2-TZVPD RIJCOSX def2/J DEFGRID3
* xyz 0 4
Pd -3.08418 -1.89713 1.66574
B -0.64059 -0.66351 -0.32410
F -1.23773 -1.25502 0.72255
F 0.02692 0.36741 0.18545
F 0.24771 -1.56637 -0.89712
F -1.63367 -0.23170 -1.15512
C -4.34365 4.62585 2.14701
O -4.43770 3.22435 2.02036
C -3.16846 2.57080 2.42184
C -2.97441 1.18426 1.78523
N -3.84932 0.11373 2.30427
C -3.74469 -0.10992 3.77596
C -2.35902 -0.55728 4.26353
O -1.90942 -1.64457 3.46925
C -0.70339 -2.29875 3.93482
H -3.93109 4.87050 3.12580
H -5.29230 5.15223 2.04166
H -3.62626 5.15298 1.51805
H -3.17702 2.52350 3.51078
H -2.32491 3.18059 2.09828
H -1.93765 0.84934 1.81783
H -3.29649 1.16377 0.74411
H -4.76646 0.41575 2.00806
H -4.40025 -0.84533 4.24232
H -3.96503 0.79221 4.34667
H -2.33037 -0.93892 5.28413
H -1.80323 0.36496 4.09420
H -0.69266 -3.07046 3.16512
H -0.84280 -2.71159 4.93393
H 0.16896 -1.66233 3.78620
C 1.03708 2.88283 -1.51539
C 1.15846 3.66490 -0.23655
C 2.43349 4.54024 -0.25364
O 2.75357 5.11872 1.04604
C 3.92184 5.93773 1.07355
N -0.01819 4.43982 -0.00076
H 1.84953 2.19781 -1.75786
H 0.69971 3.56357 -2.29697
H 0.13793 2.27308 -1.42679
H 1.15507 2.94474 0.58165
H 2.38151 5.38587 -0.93942
H 3.23144 3.85166 -0.53154
H 4.23993 6.36579 2.02417
H 3.78168 6.76350 0.37601
H 4.69388 5.24633 0.73586
H -0.01718 4.57325 1.00039
H -0.86646 3.89208 0.02170
C -4.74726 -3.19292 -2.17382
C -4.06889 -3.07359 -0.83497
C -2.74885 -3.84304 -0.87732
O -2.04203 -3.61640 0.39854
C -0.79034 -4.36535 0.40350
N -3.77125 -1.66039 -0.43346
H -5.78365 -2.85612 -2.19744
H -4.84715 -4.24697 -2.43287
H -4.18626 -2.62539 -2.91631
H -4.66635 -3.56312 -0.06589
H -2.17805 -3.41150 -1.69955
H -2.97302 -4.87152 -1.16028
H -0.24503 -4.25446 1.34076
H -0.29832 -4.16401 -0.54807
H -1.08414 -5.39767 0.59340
H -4.37510 -1.05816 -0.97456
H -2.86194 -1.43317 -0.80978
C 6.71635 -3.01678 -5.08353
C 6.26906 -1.93459 -4.07725
C 5.17263 -2.29844 -3.14513
O 4.83370 -1.13951 -2.29581
C 3.59760 -1.16621 -1.63637
N 7.47374 -1.66427 -3.27086
H 7.21567 -3.79019 -4.49991
H 7.36237 -2.61380 -5.86350
H 5.83485 -3.34930 -5.63171
H 6.01027 -0.96864 -4.51092
H 5.30484 -3.09370 -2.41152
H 4.26723 -2.52120 -3.70969
H 2.69218 -1.03473 -2.22884
H 3.54655 -0.33119 -0.93763
H 3.51030 -2.06431 -1.02489
H 7.19847 -1.08425 -2.49118
H 8.11767 -1.03637 -3.73041
*
```

## Properties
HOMO level (alpha / beta), eV: -4.0 / -9.1



5.
Here is a structure of composition C6H10N2O2 at a distorted geometry from the Open Molecules 2025 dataset. Energies are from wB97M-V/def2-TZVPD.

Geometry as ORCA input:
```
! wB97M-V def2-TZVPD RIJCOSX def2/J DEFGRID3
* xyz 0 1
C 0.23287 2.22920 2.49754
C -0.14983 0.61072 2.28550
C -0.18142 0.70735 -0.37963
C -0.59352 -0.92400 -2.23545
C 0.76977 -1.54324 -2.63073
C -0.58082 -1.01203 0.41190
H -0.82131 2.44198 2.82061
H 0.50096 2.95669 1.77787
H 0.66084 2.36760 3.30132
H 1.01590 -0.29946 2.54704
H -0.87266 -0.06769 2.89765
H -1.40649 -1.60108 -2.49647
H -0.54926 -0.05728 -2.81780
H 1.48864 -0.68115 -3.07878
H 1.24973 -2.10017 -1.75766
H 0.76279 -2.47196 -3.36837
N -0.50029 0.20997 0.89401
N -0.63347 -0.48247 -0.88394
O 0.23869 1.88320 -0.68338
O -0.63114 -2.16618 0.89875
*
```

## Properties
HOMO level, eV: -9.5



6.
Here is a structure of composition C15H6Cl4N10O2SW from the Open Molecules 2025 dataset. Energies are from wB97M-V/def2-TZVPD.

Geometry as ORCA input:
```
! wB97M-V def2-TZVPD RIJCOSX def2/J DEFGRID3
* xyz 2 1
W -0.12135 -0.21072 -0.80145
Cl -1.81640 -6.72989 -1.32132
C -1.85929 -5.05092 -1.06272
C -3.06339 -4.42401 -0.69505
Cl -4.47476 -5.34385 -0.50538
C -3.13164 -3.02979 -0.48473
Cl -4.56310 -2.22324 -0.05851
C -1.95800 -2.33598 -0.64247
O -1.80010 -0.97439 -0.54125
C -0.76193 -2.95160 -0.99340
O 0.21367 -2.02228 -1.13113
C -0.67712 -4.30999 -1.22967
Cl 0.79816 -5.00713 -1.69738
N -0.56836 2.96506 -2.34891
C 0.41974 2.09564 -2.65842
N 1.71631 2.30756 -2.88226
N 2.33173 1.16256 -2.63266
N 1.46714 0.22194 -2.35901
N 0.21959 0.77805 -2.46106
C -1.30918 2.66614 -1.21774
N -2.17651 3.42375 -0.64551
N -2.52693 2.76460 0.50560
N -1.93228 1.66147 0.62402
N -1.08524 1.51458 -0.46740
H -0.51765 3.93639 -2.63717
S 1.42867 -0.84406 3.33933
C 0.81201 -1.16198 1.83742
N 0.89002 -0.15108 0.95181
C 1.53777 0.97360 1.51674
C 1.85571 2.16974 0.88569
C 2.49721 3.13881 1.63229
C 2.82636 2.92685 2.97652
C 2.53371 1.73264 3.60230
C 1.88727 0.75753 2.84849
H 0.36734 -2.11666 1.58773
H 1.64898 2.34680 -0.16192
H 2.76187 4.07694 1.16402
H 3.32949 3.70831 3.52871
H 2.80047 1.55861 4.63584
*
```

## Properties
HOMO level (alpha / beta), eV: -15.1 / -15.1